C44H45FN5O3 | ωB97M-V/def2-TZVPD

Cartesian coordinates (Å):
C1 -1.821 7.261 0.590
N1 -1.904 5.827 0.397
C2 -3.105 5.176 0.325
O1 -4.221 5.692 0.331
C3 -2.797 3.686 0.145
C4 -3.640 2.966 -0.888
C5 -5.105 2.829 -0.555
C6 -6.022 3.125 -1.563
C7 -7.390 2.978 -1.345
C8 -7.846 2.528 -0.094
C9 -6.928 2.213 0.915
C10 -5.553 2.390 0.700
N2 -1.377 3.697 -0.211
C11 -0.718 2.522 -0.377
C12 0.641 2.417 -0.642
C13 1.406 1.245 -0.635
C14 2.842 1.326 -0.814
C15 3.555 2.554 -0.898
C16 4.946 2.598 -0.673
N3 5.557 3.845 -0.352
O2 6.746 3.831 0.038
O3 4.885 4.897 -0.471
C17 5.714 1.422 -0.629
C18 5.061 0.190 -0.779
C19 3.653 0.135 -0.820
C20 -0.743 5.024 0.011
C21 -0.117 5.598 -1.267
C22 0.287 5.015 1.146
H1 -2.796 7.658 0.862
H2 -1.100 7.502 1.373
H3 -1.490 7.754 -0.325
H4 -2.892 3.197 1.126
H5 -3.532 3.537 -1.822
H6 -3.219 1.964 -1.066
H7 -5.636 3.490 -2.523
H8 -8.088 3.185 -2.158
H9 -8.916 2.424 0.084
H10 -7.269 1.803 1.871
H11 -4.826 2.197 1.492
H12 -1.348 1.632 -0.287
H13 1.168 3.339 -0.907
H14 1.004 0.307 -0.235
H15 3.043 3.518 -0.977
H16 6.792 1.527 -0.490
H17 5.660 -0.724 -0.847
H18 3.156 -0.842 -0.833
H19 -0.858 5.541 -2.076
H20 0.162 6.652 -1.116
H21 0.782 5.038 -1.537
H22 -0.219 4.874 2.108
H23 1.020 4.216 0.998
H24 0.831 5.966 1.178
F1 0.802 -2.999 2.836
C23 0.782 -3.811 1.651
C24 1.578 -5.097 1.949
C25 2.229 -5.263 3.171
C26 2.992 -6.408 3.397
C27 3.203 -7.332 2.356
C28 2.523 -7.171 1.141
C29 1.727 -6.041 0.927
C30 -0.694 -3.951 1.279
C31 -1.341 -5.182 1.202
C32 -2.652 -5.237 0.715
C33 -3.355 -4.056 0.434
C34 -2.728 -2.822 0.654
C35 -1.429 -2.771 1.132
C36 1.599 -2.973 0.608
C37 3.075 -2.845 1.038
C38 3.911 -3.725 0.127
C39 3.064 -3.922 -1.128
N4 1.667 -3.517 -0.791
C40 0.955 -2.773 -1.758
C41 1.555 -1.739 -2.512
C42 0.737 -0.658 -2.890
N5 -0.560 -0.583 -2.569
C43 -1.183 -1.748 -2.275
C44 -0.449 -2.877 -1.870
H25 2.189 -4.480 3.925
H26 3.438 -6.561 4.374
H27 3.868 -8.187 2.506
H28 2.616 -7.910 0.338
H29 1.265 -5.834 -0.047
H30 -0.816 -6.089 1.517
H31 -3.117 -6.213 0.558
H32 -4.392 -4.100 0.078
H33 -3.263 -1.889 0.448
H34 -0.970 -1.812 1.385
H35 1.093 -1.988 0.588
H36 3.355 -1.799 0.887
H37 3.199 -3.069 2.099
H38 4.868 -3.248 -0.120
H39 4.136 -4.692 0.594
H40 3.459 -3.318 -1.950
H41 3.066 -4.966 -1.470
H42 2.620 -1.671 -2.705
H43 1.162 0.188 -3.438
H44 -2.277 -1.813 -2.333
H45 -0.935 -3.791 -1.533

The charge is +1. Its energy relative to the best compared isomer or geometry (same formula, charge and spin) is 0.941 eV. As for the spin multiplicity: 1. For the LUMO energy, the calculation gives -5.099 eV. The total energy comes out at -62658.7975 eV. The value obtained for the HOMO energy is -11.02 eV.